Below is a structure of composition C24H16BrCl5N4O2PdS at a distorted geometry, with properties calculated with ωB97M-V with the def2-TZVPD basis set.

Geometry as XYZ:
```
54
Properties=species:S:1:pos:R:3:forces:R:3
Pd -0.5224 0.3701 -0.8424 1.549 2.772 0.652
Br -2.2846 -1.6134 -1.5581 -0.355 -0.530 -0.160
Cl 3.2380 0.9792 -4.4945 -0.072 0.051 -0.020
Cl 5.1460 1.1275 0.5713 0.009 -0.031 0.043
Cl 0.3098 0.5612 -3.2065 -0.470 -0.049 0.337
Cl 5.6566 1.3048 -2.4987 0.022 -0.003 -0.018
Cl 2.2523 0.4892 1.6381 0.175 0.103 -0.046
S -1.7302 1.4069 6.2036 0.014 -0.059 -0.106
O -0.0564 4.4113 -1.1858 0.647 -0.178 0.362
O 0.0916 2.3097 -0.4463 0.498 -1.105 -0.065
N -1.0744 0.3089 1.1346 1.227 -0.203 -0.579
N 0.3239 -2.0448 -1.0004 -0.463 0.025 -0.222
N 0.3529 -0.1793 5.9298 0.097 -0.154 -0.256
N -2.3971 1.8354 -1.2273 -0.661 -1.098 0.005
C -0.7165 -3.9952 -1.9258 -0.030 -0.004 -0.013
C -0.7565 0.4526 3.8801 0.205 -0.188 -0.063
C 1.6158 -4.0428 -1.2946 0.011 -0.088 0.045
C 2.5812 0.6283 -0.0402 -0.286 -0.145 0.566
C -0.7237 -2.6876 -1.4957 0.120 -0.023 0.050
C -0.5474 3.3417 -0.9842 -1.448 0.281 -0.735
C -2.8787 4.1553 -1.4824 -0.009 -0.075 -0.089
C -4.6344 2.5311 -1.6101 0.014 -0.040 -0.009
C 3.8650 0.9097 -0.5251 -0.053 -0.077 -0.218
C -0.4682 -0.7227 3.1834 -0.342 0.059 0.074
C 1.5728 0.4652 -0.9492 -0.443 -0.122 0.104
C 1.4757 -2.7194 -0.8994 0.016 0.140 0.037
C 2.9252 -4.7636 -1.1605 -0.015 0.041 -0.105
C 0.4901 -4.6717 -1.8241 -0.018 0.040 0.005
C 4.0907 1.0047 -1.9081 0.001 0.069 0.074
C -1.3436 1.4515 1.7879 -0.135 0.252 -0.023
C -3.6881 1.5414 -1.4030 -0.011 0.401 -0.076
C -0.6336 0.5297 5.3634 -0.165 0.297 0.412
C 1.7762 0.6426 -2.2788 0.093 -0.213 -0.174
C -1.2026 1.5523 3.1499 -0.066 -0.083 -0.042
C -2.0106 3.1013 -1.2620 0.297 0.124 0.069
C 3.0285 0.8749 -2.8100 0.193 0.000 -0.017
C -0.6351 -0.7593 1.8180 -0.269 -0.260 0.135
C -4.2217 3.8564 -1.6544 -0.062 0.009 -0.028
H -1.7017 2.2854 1.2077 0.082 -0.022 -0.008
H -1.4335 2.4853 3.6438 -0.074 -0.041 0.046
H 2.7623 -5.8159 -0.9355 0.024 0.007 0.050
H 1.0654 -0.6422 5.3914 0.032 0.032 0.030
H -0.1510 -1.6206 3.6955 -0.024 -0.017 -0.018
H 0.4555 -0.1650 6.9327 -0.055 0.033 -0.006
H 2.3104 -2.1682 -0.4809 0.022 -0.025 -0.012
H -0.4553 -1.6687 1.2644 0.139 0.097 -0.086
H 3.4793 -4.7154 -2.0999 0.009 0.009 0.008
H -5.6725 2.2571 -1.7355 -0.009 0.048 -0.007
H -1.6083 -4.4609 -2.3189 0.027 -0.029 -0.016
H 0.5557 -5.7003 -2.1565 -0.019 -0.006 0.022
H -4.9409 4.6467 -1.8228 0.002 0.000 0.007
H -3.9860 0.5017 -1.3750 0.045 -0.014 0.037
H 3.5463 -4.3260 -0.3812 -0.002 -0.014 0.008
H -2.4921 5.1638 -1.5223 -0.011 0.006 0.040
```
Positions in Å, forces in eV/Å.

Properties
- Relative energy (zero: lowest compared OMol25 entry of this formula, charge and spin): 3.4403 eV
- HOMO energy: -13.4 eV
- Maximum force: 3.242 eV Å⁻¹
- Total charge: +2
- Frontier orbital gap: 0.1492 Eh

Atomic partial charges in e from the natural (NBO) method, atoms 1 to 4: number 1, Pd, carries 1.145; number 2, Br, carries 0.159; number 3, Cl, carries 0.144; number 4, Cl, carries 0.146